1.
This record from OMol25 describes the molecule C4H4O2 in a non-equilibrium geometry. The level of theory is ωB97M-V/def2-TZVPD.

Calculated values
highest occupied orbital energy = -8.56 eV
energy relative to the best compared isomer or geometry (same formula, charge and spin) = 459.4 kJ/mol
gap between HOMO and LUMO = 9.39 eV
SMILES = C=C[C@]12O[C@H]1O2
total charge = 0

Atoms and positions in Å:
C1 -0.88065 -0.97206 -1.15339
C2 -0.34536 -0.94701 0.07770
C3 0.46055 0.23536 0.30242
O1 1.39665 0.40683 1.38144
C4 0.65308 1.52100 0.88267
O2 0.93176 1.26433 -0.50784
H1 -1.45931 -1.89393 -1.42210
H2 -0.76571 -0.23960 -1.98718
H3 -0.13408 -1.62743 0.92931
H4 0.14308 2.25252 1.49697

---

2.
This record from OMol25 describes a cluster of 3 separate species, C19H40N2O8P2 in total in a non-equilibrium geometry. The level of theory is ωB97M-V/def2-TZVPD.

Calculated values
highest occupied orbital energy = -10.20 eV
gap between HOMO and LUMO = 10.37 eV
SMILES = CC[C@@](C)(C#N)CC#N.CCOP(=O)(OCC)OCC.CCOP(=O)(OCC)OCC
total charge = 0

Atoms and positions in Å:
C1 2.06912 -4.38568 -2.33564
C2 0.70882 -3.74521 -1.98112
C3 -0.51073 -4.27577 -2.80501
C4 -0.24964 -5.54764 -3.64198
C5 -1.64001 -4.53472 -1.85398
N1 -2.44496 -4.94511 -1.14507
C6 -1.02537 -3.17657 -3.78785
C7 -1.59657 -2.04019 -3.02232
N2 -1.78705 -1.14126 -2.33432
H1 2.84631 -3.68925 -2.00555
H2 2.20648 -4.59283 -3.39729
H3 2.19987 -5.29429 -1.74258
H4 0.77607 -2.66752 -2.16319
H5 0.53374 -3.91523 -0.91815
H6 -1.21376 -6.04731 -3.78285
H7 0.10077 -5.23370 -4.62839
H8 0.41328 -6.26426 -3.16213
H9 -0.20450 -2.82512 -4.41434
H10 -1.83056 -3.61529 -4.38444
C8 -3.74850 0.64290 -0.60665
C9 -4.88407 0.89457 0.36733
O1 -4.37732 1.44344 1.58289
P1 -4.39539 3.05088 1.90868
O2 -5.68674 3.52623 1.33273
O3 -4.70673 3.08903 3.50710
C10 -5.82387 3.80406 4.03116
C11 -7.00364 2.87596 4.23714
O4 -2.79897 3.05548 2.29363
C12 -1.85155 2.82804 1.25270
C13 -1.96430 3.83837 0.12915
H11 -3.28735 1.58814 -0.90618
H12 -4.10419 0.14347 -1.50671
H13 -2.97126 0.02663 -0.15735
H14 -5.64199 1.53020 -0.09304
H15 -5.36986 -0.04858 0.62446
H16 -6.08826 4.64647 3.39336
H17 -5.51221 4.21658 4.99316
H18 -7.24948 2.34033 3.32017
H19 -7.88195 3.43317 4.56665
H20 -6.76601 2.12344 4.99092
H21 -1.94595 1.80569 0.88116
H22 -0.86147 2.90560 1.70584
H23 -2.95968 3.81661 -0.32809
H24 -1.22678 3.63352 -0.64799
H25 -1.80206 4.84918 0.50626
C14 3.29757 1.62527 3.03071
C15 4.64189 1.27290 2.42370
O5 4.53839 0.17153 1.52444
P2 4.44761 0.39279 -0.10031
O6 5.35665 1.54740 -0.35438
O7 5.32695 -0.85509 -0.67253
C16 6.45634 -0.64368 -1.51818
C17 7.73747 -0.64222 -0.70940
O8 3.13119 -0.56994 -0.26301
C18 1.86769 -0.16387 0.26430
C19 1.39405 1.16078 -0.29666
H26 2.60544 1.98221 2.26311
H27 3.40433 2.41140 3.77900
H28 2.84242 0.75408 3.50429
H29 5.07592 2.14954 1.94155
H30 5.32827 0.96673 3.21540
H31 6.35075 0.27347 -2.09609
H32 6.47655 -1.47070 -2.23136
H33 7.68993 0.08154 0.10425
H34 8.59460 -0.40628 -1.34181
H35 7.89937 -1.62116 -0.25505
H36 1.91004 -0.14314 1.35530
H37 1.15439 -0.94422 -0.00479
H38 2.10322 1.96776 -0.07876
H39 0.42773 1.42958 0.12980
H40 1.29291 1.10403 -1.38162

---

3.
This record from OMol25 describes a structure of composition C20H43Br12N2NbO4PS in a non-equilibrium geometry. The level of theory is ωB97M-V/def2-TZVPD.

Calculated values
highest occupied orbital energy = -4.22 eV
gap between HOMO and LUMO = 5.94 eV
total charge = -1

Atoms and positions in Å:
C1 4.45991 -2.53719 -0.95148
C2 4.11586 -1.31471 -1.77808
N1 2.92611 -1.58139 -2.64479
Nb1 1.03748 -1.45089 -1.72040
C3 0.82114 -3.68490 -1.43481
C4 1.82135 -4.55734 -2.10543
O1 2.15591 -4.51408 -3.21807
O2 2.38132 -5.55960 -1.27025
P1 1.15437 1.12855 -2.26343
S1 -0.67484 1.93106 -2.29213
N2 -0.79897 -1.06028 -0.71500
C5 -1.81754 -1.97185 -1.01340
C6 -2.58799 -1.79371 -2.28889
O3 -2.11094 -2.85314 -0.27455
C7 -0.70010 -0.81118 0.69021
C8 -1.44073 0.41009 1.14084
O4 -0.13807 -1.48725 1.46042
H1 5.44472 -2.41865 -0.51313
H2 3.72258 -2.68268 -0.17460
H3 4.48693 -3.42051 -1.58025
H4 4.96024 -1.07565 -2.42846
H5 3.94448 -0.48273 -1.09991
H6 2.96756 -0.82078 -3.32165
H7 1.91453 -1.15421 -0.14293
H8 0.14622 -1.58457 -3.31895
H9 0.92127 -3.84274 -0.35977
H10 -0.15645 -4.08209 -1.70103
H11 1.69453 -6.23406 -1.20674
H12 1.99349 1.83778 -1.36540
H13 1.68171 1.29253 -3.56660
H14 -2.42977 -2.68356 -2.88077
H15 -2.18245 -0.95332 -2.83579
H16 -3.63195 -1.65072 -2.07759
H17 -1.48035 1.14628 0.34844
H18 -1.01069 0.83892 2.03462
H19 -2.46597 0.12986 1.33329
Br1 -7.57922 1.19984 -0.38020
C9 -8.02932 -0.42838 -1.34265
C10 -6.80376 -1.08413 -1.92051
Br2 -6.17463 -0.15369 -3.50943
H20 -8.75952 -0.15878 -2.09872
H21 -8.49573 -1.07795 -0.60411
H22 -7.03191 -2.09519 -2.25159
H23 -5.97325 -1.11141 -1.22168
Br3 5.26111 3.67794 -4.73620
C11 5.32051 1.86546 -4.03043
C12 5.23515 0.84021 -5.12847
Br4 3.41890 0.66152 -5.80103
H24 4.51312 1.78250 -3.30853
H25 6.27647 1.79179 -3.51468
H26 5.49672 -0.14554 -4.74705
H27 5.86653 1.07783 -5.97858
Br5 -4.02214 2.16834 2.33114
C13 -4.51226 1.24181 3.97040
C14 -5.12507 -0.10141 3.67842
Br6 -6.96526 0.07698 3.06490
H28 -5.17163 1.90055 4.52265
H29 -3.57908 1.12558 4.51803
H30 -5.18119 -0.70248 4.58161
H31 -4.59152 -0.65535 2.91171
Br7 8.76142 4.89742 -3.30754
C15 10.07005 4.49033 -4.68394
C16 9.41914 3.82996 -5.87074
Br8 8.99479 1.96469 -5.50812
H32 10.83474 3.87306 -4.22379
H33 10.50141 5.44816 -4.96741
H34 10.10060 3.80949 -6.71876
H35 8.49068 4.31081 -6.16289
Br9 -4.83808 3.61878 6.80688
C17 -3.26474 4.74223 7.00760
C18 -2.35757 4.61803 5.81174
Br10 -1.36556 2.94429 5.84350
H36 -2.78409 4.45018 7.93557
H37 -3.64256 5.75838 7.10032
H38 -1.60329 5.40203 5.82097
H39 -2.89581 4.64508 4.86887
Br11 -3.61527 -0.38991 6.96942
C19 -3.48712 -2.18106 7.71673
C20 -3.53094 -3.22995 6.63792
Br12 -5.33958 -3.47880 5.96159
H40 -4.29194 -2.27984 8.43788
H41 -2.53190 -2.20831 8.23700
H42 -3.23507 -4.19887 7.03421
H43 -2.90725 -2.98345 5.78443

---

4.
This record from OMol25 describes a cluster of 2 separate species, CH5N3OP in total in a non-equilibrium geometry. The level of theory is ωB97M-V/def2-TZVPD.

Calculated values
highest occupied orbital energy = -11.35 eV
energy relative to the best compared isomer or geometry (same formula, charge and spin) = 380.7 kJ/mol
gap between HOMO and LUMO = 2.93 eV
total charge = +1

Atoms and positions in Å:
C1 -0.43657 0.68566 -0.28556
N1 -0.04237 1.93443 -0.74385
N2 -0.11153 -0.26614 -1.28660
N3 -0.97259 0.28070 0.82776
O1 0.94897 -3.41158 1.69411
P1 1.34406 -3.64776 3.01050
H1 0.47091 2.10139 -1.63964
H2 0.02660 2.71084 -0.04092
H3 0.25098 -0.12638 -2.18496
H4 -0.42465 -1.09650 -0.99441
H5 -1.05382 0.83533 1.64357

---

5.
This record from OMol25 describes a cluster of 2 separate species, C2H6O2S in total in a non-equilibrium geometry. The level of theory is ωB97M-V/def2-TZVPD.

Calculated values
highest occupied orbital energy = -8.44 eV
energy relative to the best compared isomer or geometry (same formula, charge and spin) = 257.6 kJ/mol
gap between HOMO and LUMO = 9.22 eV
total charge = 0

Atoms and positions in Å:
C1 -0.91811 -0.43561 0.21771
C2 0.34956 0.36305 0.36721
O1 0.31544 1.27082 1.34565
O2 1.52357 -0.28365 0.26426
S1 -0.80098 -1.50775 -1.24453
H1 -1.77952 0.22350 0.13134
H2 -1.04817 -1.09859 1.07932
H3 0.23401 1.38146 -1.22493
H4 1.20979 1.61059 1.49269
H5 1.44665 -1.02751 -0.35679
H6 -0.53224 -0.49631 -2.07194

---

6.
This record from OMol25 describes a cluster of 7 separate species, C31H69Br2FNO9S6 in total in a non-equilibrium geometry. The level of theory is ωB97M-V/def2-TZVPD.

Calculated values
highest occupied orbital energy = -9.72 eV
gap between HOMO and LUMO = 7.04 eV
total charge = +1

Atoms and positions in Å:
C1 -2.82943 -1.69646 -1.32728
O1 -1.98990 -0.72517 -0.70599
C2 -2.73795 0.45803 -0.36661
C3 -1.77456 1.54352 0.09823
C4 -1.18263 2.36163 -1.06510
C5 0.19423 2.97544 -0.71047
C6 1.31058 2.32729 -1.54591
C7 1.36100 0.81434 -1.29302
C8 2.45690 0.39666 -0.28265
C9 2.14146 -1.06131 0.13674
C10 1.22450 -1.10102 1.38867
C11 1.43425 -2.18878 2.46019
N1 2.34675 -3.34305 2.15102
C12 1.44163 -4.49854 1.74632
C13 0.54261 -4.15903 0.51473
C14 0.35346 -5.45775 -0.27035
O2 -0.31929 -6.33760 0.08461
O3 1.01940 -5.50878 -1.48301
C15 3.01413 -3.80510 3.42459
Br1 2.77644 -5.60207 4.08922
C16 3.81035 -3.07284 4.15438
C17 4.44240 -3.55262 5.43716
Br2 4.31542 -1.30393 3.65918
C18 3.33227 -3.19603 1.02381
F1 4.59432 -3.59902 1.38351
C19 3.47682 -1.81018 0.39725
H1 -2.72177 -2.65045 -0.79907
H2 -3.87946 -1.39376 -1.33494
H3 -2.50194 -1.80070 -2.37051
H4 -3.41936 0.18786 0.45553
H5 -3.33898 0.77790 -1.22839
H6 -2.31660 2.19814 0.79206
H7 -0.96513 1.02653 0.62737
H8 -1.11590 1.77944 -1.99222
H9 -1.87409 3.18670 -1.26934
H10 0.14584 4.03951 -0.96059
H11 0.40753 2.86411 0.36291
H12 1.03059 2.48747 -2.59841
H13 2.28554 2.80434 -1.40413
H14 0.42116 0.44224 -0.86460
H15 1.49714 0.24842 -2.22185
H16 2.47605 1.07048 0.58047
H17 3.42786 0.42848 -0.79039
H18 1.63661 -1.50080 -0.72979
H19 1.28758 -0.12284 1.87235
H20 0.18957 -1.15571 1.03222
H21 1.67459 -1.68140 3.38848
H22 0.44768 -2.59202 2.69523
H23 2.02888 -5.36473 1.45132
H24 0.73663 -4.73958 2.53344
H25 0.99548 -3.44558 -0.17333
H26 -0.45371 -3.87407 0.85303
H27 1.73949 -6.15502 -1.41658
H28 4.93900 -2.71526 5.92824
H29 3.70791 -3.98257 6.11537
H30 5.22149 -4.27639 5.18190
H31 3.12374 -3.87113 0.19357
H32 3.92849 -1.99279 -0.58313
H33 4.16377 -1.14321 0.91396
C20 0.01138 5.48547 3.88525
S1 0.60332 4.21677 2.75653
O4 -0.59907 3.57339 2.16762
C21 1.22358 3.10681 4.03129
H34 -0.45883 6.27033 3.29562
H35 -0.71850 5.05687 4.57277
H36 0.85325 5.90241 4.43850
H37 0.41513 2.83156 4.70974
H38 2.02888 3.59670 4.57989
H39 1.60842 2.21240 3.54336
C22 1.81788 -0.42498 7.10809
S2 0.82825 -1.51491 6.07611
O5 -0.09861 -0.66045 5.28562
C23 -0.11656 -2.24704 7.41743
H40 2.46343 0.16446 6.45875
H41 1.16487 0.23874 7.67475
H42 2.43065 -1.02161 7.78475
H43 -0.64634 -1.46656 7.96338
H44 0.55605 -2.78678 8.08459
H45 -0.83518 -2.94228 6.98713
C24 0.07899 5.70093 -5.58048
S3 0.27546 4.00418 -5.02113
O6 1.42352 3.98064 -4.07853
C25 0.86553 3.35772 -6.58798
H46 -0.24783 6.30212 -4.73385
H47 1.03160 6.07947 -5.95200
H48 -0.67631 5.73684 -6.36602
H49 1.76993 3.89004 -6.88666
H50 0.08861 3.47020 -7.34159
H51 1.09116 2.30046 -6.45425
C26 -0.07437 -3.43248 -6.34121
S4 -0.53065 -2.77617 -4.72842
O7 0.17371 -1.47605 -4.56111
C27 0.37224 -3.99758 -3.76904
H52 -0.50413 -2.78859 -7.10538
H53 1.01132 -3.44319 -6.44157
H54 -0.47509 -4.44071 -6.44988
H55 1.42894 -3.96788 -4.03809
H56 -0.03855 -4.98872 -3.95869
H57 0.25923 -3.75452 -2.72000
C28 -3.77408 4.09422 3.55347
S5 -4.78962 3.09895 2.45280
O8 -5.73675 4.01545 1.77087
C29 -5.70493 2.25121 3.75006
H58 -3.14381 4.73639 2.94144
H59 -4.41314 4.70560 4.19226
H60 -3.14607 3.43939 4.15842
H61 -6.22165 2.97992 4.37535
H62 -5.01707 1.65579 4.35154
H63 -6.43389 1.59576 3.27702
C30 -4.35947 1.53969 -7.27471
S6 -2.68526 1.81551 -6.67812
O9 -2.01123 2.70857 -7.65944
C31 -2.09698 0.14589 -6.98035
H64 -4.90140 2.48125 -7.21113
H65 -4.33231 1.20300 -8.31143
H66 -4.84982 0.79513 -6.64705
H67 -2.21466 -0.10103 -8.03741
H68 -2.66028 -0.55307 -6.36054
H69 -1.04368 0.10314 -6.70773